The following is a DFT calculation (ωB97M-V/def2-TZVPD) of 12 unconnected molecules or ions with the total composition C49H127N9O12 at a distorted geometry.

XYZ file:
```
197
Properties=species:S:1:pos:R:3:forces:R:3
C -2.745 1.589 -0.164 -0.21 0.24 -0.37
C -1.735 1.692 0.976 -0.96 -0.45 -0.27
C -1.306 3.153 1.051 0.06 0.53 0.70
C -2.442 1.340 2.285 -0.26 0.02 0.82
C -2.582 -0.132 2.624 0.88 -0.47 -0.31
C -1.236 -0.849 2.453 0.43 0.82 0.82
C -0.571 -0.601 1.113 -0.90 -1.45 -1.59
C 0.870 -1.168 1.146 -0.59 0.89 0.04
C -1.373 -1.429 0.059 0.90 -0.67 -0.05
N -0.582 0.813 0.799 1.06 1.02 1.64
O 0.111 1.116 -0.376 -0.01 -0.07 -0.67
H -3.238 0.619 -0.226 0.12 -0.03 -0.03
H -3.524 2.340 -0.005 -0.07 -0.05 -0.05
H -2.260 1.826 -1.113 -0.03 -0.20 -0.04
H -0.674 3.333 1.928 0.61 -0.24 -0.36
H -0.884 3.524 0.118 0.31 -0.13 0.09
H -2.130 3.831 1.293 -0.41 -0.39 -0.28
H -1.919 1.849 3.104 0.05 -0.16 -0.08
H -3.477 1.696 2.306 0.21 0.60 -0.31
H -2.904 -0.235 3.661 -0.17 -0.01 -0.01
H -3.342 -0.584 1.983 -0.04 -0.09 0.07
H -1.288 -1.910 2.691 -0.11 -0.16 -0.35
H -0.518 -0.442 3.180 -0.26 0.12 0.27
H 1.379 -0.703 1.993 0.24 -0.13 -0.03
H 1.386 -0.919 0.220 0.07 -0.06 0.01
H 0.847 -2.250 1.265 -0.01 -0.01 0.07
H -1.089 -1.215 -0.973 -0.28 0.63 0.06
H -2.444 -1.384 0.233 -0.05 0.09 -0.28
H -1.054 -2.476 0.135 -0.29 -0.06 0.32
H 0.880 1.657 -0.100 -0.29 -0.27 -0.02
C 0.547 -0.873 -4.135 1.15 0.71 -0.37
C 0.645 -2.379 -4.317 -1.19 -0.37 -0.18
C 0.433 -3.040 -2.943 0.60 -0.59 -0.47
C -0.523 -2.762 -5.260 -0.04 -0.79 0.00
C -0.391 -4.193 -5.773 -0.28 -0.19 0.09
C 0.951 -4.446 -6.439 -0.66 0.66 -0.09
C 2.140 -4.080 -5.545 0.16 -2.06 -0.30
C 2.314 -5.321 -4.594 -0.33 0.84 0.77
C 3.364 -4.003 -6.455 0.42 0.31 -0.28
N 1.909 -2.793 -4.942 -0.11 1.59 -0.48
O 3.017 -2.360 -4.165 -0.49 -0.75 0.38
H -0.457 -0.557 -3.855 0.00 -0.18 0.33
H 1.300 -0.512 -3.429 -0.37 -0.08 0.37
H 0.799 -0.314 -5.042 -0.18 -0.37 -0.18
H -0.499 -2.751 -2.466 0.06 0.21 0.04
H 0.433 -4.126 -3.067 -0.14 0.01 0.12
H 1.300 -2.815 -2.317 -0.32 0.13 0.34
H -1.453 -2.706 -4.690 0.03 0.24 0.06
H -0.628 -2.075 -6.102 0.31 0.14 0.02
H -0.565 -4.888 -4.945 0.27 0.02 0.09
H -1.179 -4.475 -6.478 -0.07 0.38 -0.06
H 1.003 -3.841 -7.351 -0.04 -0.06 -0.03
H 0.950 -5.500 -6.719 0.56 0.01 -0.09
H 2.946 -6.086 -5.039 -0.01 0.01 -0.09
H 1.333 -5.742 -4.368 0.02 -0.22 -0.16
H 2.707 -5.064 -3.605 0.34 0.07 -0.24
H 3.239 -3.216 -7.204 -0.02 0.16 0.18
H 3.510 -4.916 -7.035 -0.21 -0.18 0.23
H 4.292 -3.820 -5.911 -0.08 0.07 0.10
H 2.952 -2.938 -3.378 0.47 0.20 0.00
C 2.621 2.696 -3.297 -0.56 0.86 1.18
O 2.818 2.580 -4.669 -0.43 -0.32 -0.33
C 3.410 1.350 -5.011 0.92 -0.79 0.90
C 3.545 1.124 -6.494 0.04 0.98 -0.39
C 2.220 1.023 -7.209 -0.49 -0.51 -0.80
N 4.355 -0.048 -6.790 -0.16 -0.28 -0.03
H 3.540 2.755 -2.702 0.25 -0.39 -0.25
H 1.949 1.953 -2.850 0.23 -0.47 -0.29
H 2.114 3.637 -3.056 0.03 0.14 -0.55
H 4.410 1.307 -4.542 0.21 0.26 -0.31
H 2.959 0.452 -4.557 -0.67 0.37 -0.05
H 4.019 2.022 -6.914 0.29 -0.14 0.09
H 2.371 0.973 -8.291 0.25 0.00 0.05
H 1.551 1.871 -7.066 0.10 0.00 0.44
H 1.702 0.087 -6.968 -0.06 0.15 0.24
H 5.112 -0.167 -6.125 0.02 0.15 -0.03
H 3.778 -0.881 -6.698 0.03 0.01 0.04
C -4.900 4.100 5.418 0.07 -0.38 -0.65
O -3.695 4.078 6.163 -0.38 -0.04 -0.65
C -2.929 2.952 5.794 0.90 -0.37 0.72
C -1.549 3.009 6.448 0.27 -0.52 0.29
C -0.701 1.828 5.939 -0.03 1.08 -0.46
N -1.652 2.953 7.915 -0.75 0.30 0.11
H -5.578 3.276 5.667 -0.04 0.16 0.47
H -4.687 3.930 4.353 0.12 0.24 -0.05
H -5.384 5.068 5.503 -0.04 -0.03 0.33
H -3.394 2.048 6.216 -0.20 -0.07 -0.28
H -2.808 2.801 4.714 -0.36 0.43 -0.04
H -1.011 3.935 6.234 -0.27 0.10 -0.27
H -1.206 0.887 6.150 0.34 -0.22 0.07
H 0.313 1.913 6.327 -0.18 -0.41 0.55
H -0.536 1.941 4.862 -0.37 -0.22 -0.07
H -2.194 3.774 8.189 0.40 0.13 0.06
H -2.321 2.221 8.163 0.40 -0.29 -0.08
C 4.442 -3.612 -1.079 0.49 -0.66 -0.31
O 3.243 -4.234 -1.503 0.16 0.33 -0.17
C 2.633 -5.182 -0.644 -0.36 -0.39 -0.44
C 3.561 -6.288 -0.154 0.75 0.41 1.25
C 4.187 -7.168 -1.230 0.71 0.99 0.79
N 2.922 -7.115 0.866 -0.79 -0.25 -0.12
H 4.378 -3.012 -0.168 -0.34 0.01 0.00
H 4.773 -2.992 -1.910 -0.08 0.21 0.12
H 5.218 -4.375 -0.948 0.08 0.17 0.15
H 2.185 -4.664 0.209 -0.01 -0.11 0.10
H 1.848 -5.611 -1.275 -0.15 -0.03 0.25
H 4.339 -5.737 0.410 0.36 -0.05 -0.69
H 5.056 -7.683 -0.810 -0.22 -0.25 0.15
H 4.650 -6.482 -1.944 -0.51 -0.41 -0.64
H 3.473 -7.907 -1.581 -0.01 0.21 -0.49
H 3.628 -7.705 1.291 -0.06 -0.11 -0.06
H 2.558 -6.522 1.607 0.01 -0.11 -0.11
C -5.576 8.362 1.956 -0.01 1.13 1.30
O -4.336 8.096 2.568 1.24 0.20 -1.16
C -4.275 7.427 3.794 -0.37 0.63 0.23
C -2.817 7.340 4.275 0.64 -0.51 0.09
C -1.980 6.354 3.457 -0.02 -0.08 0.26
N -2.671 6.976 5.695 -1.66 -0.47 0.47
H -6.015 9.212 2.504 -0.51 -0.38 0.16
H -6.250 7.503 1.964 0.01 -0.02 -0.28
H -5.408 8.818 0.983 0.21 -0.71 -0.28
H -4.777 8.024 4.576 -0.37 -0.21 -0.12
H -4.793 6.470 3.647 0.28 -0.23 0.54
H -2.358 8.329 4.227 -0.25 0.16 -0.47
H -1.996 6.601 2.396 -0.14 -0.15 -0.05
H -2.345 5.339 3.644 -0.24 -0.01 -0.30
H -0.940 6.312 3.786 -0.02 0.37 0.08
H -3.217 6.120 5.878 0.84 -0.18 -0.34
H -3.249 7.601 6.265 0.53 0.47 -0.20
C -3.702 0.411 -3.884 -0.10 -0.30 -0.35
O -5.062 0.795 -3.880 0.24 0.28 0.07
C -5.327 1.656 -2.772 0.25 -0.56 -0.40
C -6.673 2.327 -2.973 -0.39 0.38 0.21
C -6.738 3.227 -4.211 0.89 0.19 0.11
N -7.016 3.066 -1.750 0.04 -0.05 0.02
H -3.583 -0.448 -4.545 -0.14 0.01 -0.04
H -3.359 0.107 -2.890 0.02 0.10 0.11
H -3.064 1.209 -4.274 0.06 0.14 0.18
H -5.292 1.022 -1.879 -0.34 0.28 0.23
H -4.506 2.379 -2.666 -0.14 0.26 -0.09
H -7.416 1.535 -3.086 0.02 -0.08 0.03
H -7.616 3.872 -4.206 -0.34 -0.44 -0.12
H -6.627 2.655 -5.132 -0.23 0.09 -0.05
H -5.913 3.950 -4.177 0.16 -0.17 0.01
H -7.971 3.396 -1.839 0.00 -0.04 0.11
H -6.446 3.906 -1.670 0.09 -0.08 0.04
C 3.989 -0.160 -1.639 0.54 0.99 -1.61
O 5.225 -0.553 -1.101 0.04 -0.68 0.93
C 6.044 0.514 -0.669 -1.33 0.76 -0.67
C 7.432 0.015 -0.375 -0.09 -0.25 0.44
C 7.382 -0.942 0.803 0.54 -1.08 0.27
N 8.384 1.111 -0.132 -0.63 0.11 -0.11
H 3.387 0.538 -1.049 0.03 -0.33 0.48
H 3.418 -1.003 -2.021 0.01 -0.27 0.59
H 4.238 0.396 -2.556 -0.27 0.14 0.04
H 6.022 1.291 -1.451 0.44 -0.11 -0.23
H 5.572 1.044 0.173 0.18 -0.28 0.40
H 7.736 -0.542 -1.264 0.23 0.04 0.03
H 8.376 -1.294 1.095 0.13 0.42 -0.04
H 6.882 -1.883 0.562 -0.32 0.26 -0.27
H 6.892 -0.562 1.702 -0.01 0.38 -0.14
H 8.257 1.461 0.814 0.06 -0.13 0.02
H 8.078 1.883 -0.724 0.40 0.04 -0.03
C -1.227 -5.005 2.583 1.05 0.10 0.72
O -1.063 -4.133 3.702 0.11 0.06 -0.19
C -1.260 -4.724 4.972 -1.14 0.55 -0.29
C -1.109 -3.615 6.001 0.32 0.18 1.34
C -1.361 -4.113 7.429 0.82 -1.16 -0.24
N -1.885 -2.391 5.760 0.14 -0.52 -1.02
H -0.221 -5.327 2.288 -0.13 -0.15 -0.24
H -1.666 -4.432 1.770 -0.26 -0.19 0.01
H -1.779 -5.899 2.879 -0.35 0.12 -0.30
H -2.307 -5.070 4.984 0.09 -0.34 0.24
H -0.591 -5.566 5.180 0.12 0.05 -0.10
H -0.049 -3.338 5.984 -0.04 0.25 -0.13
H -0.670 -4.952 7.597 -0.08 -0.03 0.00
H -2.347 -4.547 7.600 -0.21 0.40 -0.08
H -1.085 -3.401 8.202 -0.36 0.36 -0.19
H -2.867 -2.647 5.654 0.01 0.00 0.27
H -1.625 -2.138 4.805 -0.10 0.39 0.15
C 2.876 1.819 1.534 0.91 0.59 1.64
O 2.334 2.497 0.425 -0.13 -0.26 -0.35
H 3.334 0.877 1.248 -0.26 -0.04 -0.34
H 3.658 2.408 2.033 0.27 0.07 -0.50
H 2.210 1.659 2.389 -0.68 -0.24 -0.57
H 2.213 3.433 0.602 0.03 -0.03 0.23
C -3.918 5.347 -0.077 0.48 0.42 -0.85
O -5.038 5.628 -0.915 -0.75 -0.17 0.60
H -4.150 4.763 0.813 -0.62 -0.17 -0.31
H -3.233 4.793 -0.724 0.48 -0.01 0.60
H -3.479 6.277 0.297 0.19 -0.07 -0.12
H -4.776 6.286 -1.561 0.10 0.04 0.02
C 2.249 -3.865 3.572 1.34 0.60 0.49
O 2.796 -4.845 2.698 -0.90 -0.26 -0.34
H 1.317 -3.420 3.238 -0.07 -0.49 -0.43
H 2.108 -4.252 4.585 -0.09 -0.12 -0.03
H 2.993 -3.064 3.616 -0.27 0.28 0.30
H 3.738 -4.955 2.846 0.01 0.19 0.23
```
Positions in Å, forces in eV/Å.

The calculation puts the energy relative to the best compared isomer or geometry (same formula, charge and spin) at 16.8 kcal per mole. The total charge is 0. Its structure (SMILES) is CC1(C)CCCC(C)(C)N1O.CC1(C)CCCC(C)(C)N1O.COC[C@H](C)N.COC[C@H](C)N.COC[C@H](C)N.COC[C@H](C)N.COC[C@H](C)N.COC[C@H](C)N.COC[C@H](C)N.CO.CO.CO. The frontier orbital gap is 8.218 eV. The total energy comes out at -90846.1698 eV.

Löwdin atomic charge list, values in e, 4 entries: -0.04, -0.50, -0.03, -0.14